[1]
C36H50N8O10P2RbS | the ωB97M-V functional and the def2-TZVPD basis

Each line ends with the Löwdin charge.
Element x y z (Å)
Rb (-0.0528, -0.4794, -0.1996)  0.922
C (-3.5965, 0.1963, 1.6180)  -0.168
N (-2.2017, 0.5735, 1.6901)  -0.088
C (-1.8073, 1.0806, 2.9854)  -0.142
C (-0.3772, 1.5271, 2.9239)  -0.307
N (0.2528, 1.8814, 1.8453)  0.161
C (1.5229, 2.2422, 2.2671)  -0.228
C (2.5988, 2.7179, 1.5206)  -0.002
C (3.7664, 3.0171, 2.2004)  -0.108
C (3.8711, 2.8410, 3.5878)  -0.122
C (2.8110, 2.3648, 4.3404)  -0.027
C (1.6386, 2.0744, 3.6542)  -0.195
N (0.3959, 1.6245, 4.0542)  0.170
C (-3.8508, -0.5891, 0.3728)  -0.310
N (-2.9737, -0.9326, -0.5266)  0.117
C (-3.6848, -1.6603, -1.4693)  -0.237
C (-3.2470, -2.2532, -2.6496)  -0.005
C (-4.1774, -2.9275, -3.4197)  -0.101
C (-5.5207, -3.0155, -3.0295)  -0.110
C (-5.9732, -2.4277, -1.8606)  -0.029
C (-5.0326, -1.7510, -1.0955)  -0.194
N (-5.1139, -1.0400, 0.0848)  0.173
H (-4.2172, 1.1008, 1.5957)  0.130
H (-3.9293, -0.4162, 2.4700)  0.062
H (-1.6707, -0.2785, 1.5456)  -0.032
H (-1.9275, 0.3383, 3.7911)  0.123
H (-2.4328, 1.9427, 3.2437)  0.130
H (2.4989, 2.8425, 0.4485)  0.107
H (4.6191, 3.3998, 1.6526)  0.099
H (4.8019, 3.0886, 4.0846)  0.093
H (2.8982, 2.2320, 5.4117)  0.102
H (0.1386, 1.2855, 4.9635)  0.158
H (-2.2072, -2.1858, -2.9438)  0.109
H (-3.8651, -3.4021, -4.3412)  0.094
H (-6.2195, -3.5559, -3.6555)  0.092
H (-7.0112, -2.4980, -1.5611)  0.103
H (-5.8870, -1.0242, 0.7262)  0.162
C (-3.8594, 1.8854, -2.5926)  0.008
C (-2.4838, 2.4214, -2.7848)  -0.355
N (-1.3959, 1.9537, -2.2179)  0.182
C (-0.3688, 2.7603, -2.6443)  -0.131
C (-0.8546, 3.7290, -3.4882)  -0.088
N (-2.2028, 3.4941, -3.5639)  0.164
C (-0.2890, 4.8536, -4.2688)  -0.515
O (0.9995, 5.0440, -4.1722)  0.102
O (-1.0307, 5.5428, -4.9482)  0.055
C (1.0496, 2.5386, -2.2018)  -0.594
O (1.9251, 3.3288, -2.6676)  0.005
O (1.2516, 1.6053, -1.4128)  -0.136
H (-3.7864, 0.9250, -2.0894)  0.054
H (-4.3739, 1.7492, -3.5454)  0.081
H (-4.4578, 2.5582, -1.9742)  0.082
H (-2.8229, 4.0604, -4.1197)  0.161
H (1.4177, 4.3318, -3.5221)  0.038
C (5.8116, -1.6496, 3.4335)  -0.030
C (5.3576, -0.9069, 2.1932)  -0.458
C (6.1086, 0.3915, 1.9826)  -0.040
O (3.9565, -0.6043, 2.3586)  -0.163
P (2.8577, -1.2000, 1.3709)  0.456
O (1.5076, -0.9716, 1.8948)  -0.351
C (3.2088, -0.4790, -0.2490)  -0.218
P (2.8568, -1.5311, -1.6708)  0.446
O (1.5534, -2.2083, -1.5842)  -0.350
O (4.0350, -2.5934, -1.7953)  -0.164
C (5.3799, -2.4371, -2.2918)  -0.418
C (6.0945, -1.2150, -1.7420)  -0.042
C (5.3949, -2.4727, -3.8088)  -0.039
O (3.0514, -0.5057, -2.8533)  -0.183
C (2.3477, -0.4881, -4.1320)  -0.402
C (0.8524, -0.2968, -3.9655)  -0.027
C (2.9940, 0.6408, -4.9054)  -0.028
O (3.2651, -2.7157, 1.1500)  -0.202
C (2.6760, -3.7820, 1.9579)  -0.420
C (3.6996, -4.8971, 1.9623)  -0.044
C (1.3475, -4.1928, 1.3627)  -0.034
H (6.8712, -1.9014, 3.3625)  0.085
H (5.2402, -2.5694, 3.5591)  0.069
H (5.6567, -1.0232, 4.3134)  0.090
H (5.4769, -1.5603, 1.3225)  0.114
H (5.9656, 1.0454, 2.8433)  0.074
H (5.7476, 0.9224, 1.1011)  0.075
H (7.1749, 0.1912, 1.8591)  0.086
H (4.2531, -0.1672, -0.2818)  0.055
H (2.6105, 0.4357, -0.3832)  0.043
H (5.8786, -3.3315, -1.9132)  0.141
H (5.6040, -0.2933, -2.0577)  0.087
H (7.1157, -1.2036, -2.1267)  0.090
H (6.1501, -1.2411, -0.6528)  0.060
H (5.0037, -1.5438, -4.2221)  0.063
H (4.7973, -3.3071, -4.1753)  0.090
H (6.4198, -2.5968, -4.1632)  0.084
H (2.5428, -1.4477, -4.6204)  0.138
H (0.6415, 0.5907, -3.3686)  0.054
H (0.3933, -1.1586, -3.4869)  0.066
H (0.4093, -0.1627, -4.9545)  0.096
H (2.8584, 1.5815, -4.3687)  0.083
H (2.5395, 0.7236, -5.8937)  0.088
H (4.0645, 0.4652, -5.0281)  0.072
H (2.5323, -3.3940, 2.9705)  0.144
H (3.8555, -5.2576, 0.9440)  0.088
H (3.3429, -5.7262, 2.5745)  0.084
H (4.6559, -4.5545, 2.3607)  0.066
H (1.4781, -4.4321, 0.3056)  0.090
H (0.6017, -3.4059, 1.4642)  0.039
H (0.9711, -5.0749, 1.8847)  0.090
S (-3.7364, -2.7117, 3.9298)  0.354
C (-2.4920, -2.5478, 2.8445)  -1.002
N (-1.6248, -2.4013, 2.0765)  0.037

Its frontier orbital gap is 6.825 eV. As for the multiplicity: 1. Its total charge is -1. For the energy relative to the best compared isomer or geometry (same formula, charge and spin), the calculation gives 12.8 kcal/mol.


[2]
C6H6N3S | the ωB97M-V functional and the def2-TZVPD basis

Each line ends with the natural charge from an NBO analysis.
Element x y z (Å)
C (2.0407, -1.4398, -0.1007)  -0.222
C (0.8541, -2.0657, 0.0819)  -0.126
C (2.1837, -0.0524, -0.1820)  0.144
C (-0.2866, -1.2864, 0.1941)  0.047
C (-0.0848, 0.1086, 0.1118)  0.382
C (-1.6729, 2.1823, 0.0360)  -0.438
N (1.0973, 0.7019, -0.0908)  -0.417
N (-1.5565, -1.6299, 0.2355)  -0.556
N (-1.4833, 0.7602, 0.0849)  -0.533
S (-2.5225, -0.4649, 0.2972)  1.235
H (3.0240, -1.8564, -0.3678)  0.254
H (0.8595, -3.1158, 0.0353)  0.259
H (3.0861, 0.4100, -0.2360)  0.220
H (-2.8039, 2.3299, -0.4117)  0.234
H (-1.7263, 2.6906, 0.9758)  0.247
H (-1.0088, 2.7278, -0.6635)  0.272

Its frontier orbital gap is 8.386 eV. As for the multiplicity: 1. Its total charge is +1. For the energy relative to the best compared isomer or geometry (same formula, charge and spin), the calculation gives 26.6 kcal/mol.


[3]
C3H6N2O2 | the ωB97M-V functional and the def2-TZVPD basis

Each line ends with the natural charge from an NBO analysis.
Element x y z (Å)
H (-0.5836, 0.9549, -2.6392)  0.363
N (-0.5562, 0.7431, -1.6433)  -0.738
C (-0.8029, -0.4758, -1.4164)  0.404
O (-0.8483, -1.0120, -0.1887)  -0.491
C (-0.7767, -0.1028, 0.9104)  -0.186
C (0.6329, 0.2094, 1.3873)  0.650
N (1.6485, -0.0537, 0.5266)  -0.816
O (0.7953, 0.6582, 2.5065)  -0.609
H (-0.9913, -1.2710, -2.1392)  0.162
H (-1.2497, 0.8365, 0.6181)  0.232
H (-1.3171, -0.5582, 1.7447)  0.226
H (2.5796, 0.2277, 0.7903)  0.404
H (1.4697, -0.1565, -0.4571)  0.400

Its frontier orbital gap is 10.555 eV. As for the multiplicity: 1. Its total charge is 0. As for the SMILES: [H]/N=C/OCC(N)=O. For the energy relative to the best compared isomer or geometry (same formula, charge and spin), the calculation gives 29.5 kcal/mol.


[4]
C4H9NO | the ωB97M-V functional and the def2-TZVPD basis

Each line ends with the natural charge from an NBO analysis.
Element x y z (Å)
C (-0.9971, -1.5836, -0.5869)  -0.500
C (-0.4767, -0.4243, -0.2226)  0.184
C (-0.9941, 0.9803, -0.9281)  -0.645
N (0.1681, 0.0380, 0.8662)  -0.132
C (1.3242, 0.9140, 0.7450)  -0.432
O (0.6289, -1.2757, 1.6083)  -0.626
H (-0.8374, -2.4745, -0.0045)  0.219
H (-1.6242, -1.6486, -1.4593)  0.209
H (-1.1974, 1.8028, -0.2495)  0.218
H (-0.2271, 1.2544, -1.6498)  0.210
H (-1.9217, 0.7258, -1.4296)  0.221
H (1.8250, 0.9091, 1.7107)  0.231
H (0.9871, 1.9274, 0.5390)  0.217
H (2.0294, 0.5885, -0.0293)  0.180
H (1.3130, -1.7336, 1.0903)  0.446

Its frontier orbital gap is 9.617 eV. As for the multiplicity: 1. Its total charge is 0. As for the SMILES: C=C(C)N(C)O. For the energy relative to the best compared isomer or geometry (same formula, charge and spin), the calculation gives 92.9 kcal/mol.


[5]
C23H13BrF5N2O2S2Ti | the ωB97M-V functional and the def2-TZVPD basis

Each line ends with the natural charge from an NBO analysis.
Element x y z (Å)
Ti (-0.5113, 0.2203, 0.1224)  1.330
Br (3.7594, 2.6514, 1.7473)  0.065
C (3.9171, 0.9993, 0.8374)  0.162
C (5.1860, 0.4834, 0.6133)  -0.272
C (5.2736, -0.7629, 0.0201)  -0.165
C (4.1086, -1.4318, -0.3181)  -0.220
C (2.8967, -0.8010, -0.0874)  0.106
N (2.8027, 0.3963, 0.4870)  -0.404
C (1.5919, -1.5008, -0.4498)  0.758
O (1.5240, -2.7040, -0.3256)  -0.576
O (0.6438, -0.7230, -0.9013)  -0.723
H (6.0622, 1.0398, 0.9116)  0.230
H (6.2415, -1.2141, -0.1556)  0.217
H (4.1141, -2.4260, -0.7420)  0.238
C (-0.5754, 4.9502, -0.4230)  -0.642
C (-0.9736, 3.4958, -0.2901)  -0.185
S (0.3061, 2.3298, -0.5626)  -0.152
C (-2.2167, 3.0933, 0.0004)  -0.190
C (-3.3902, 4.0141, 0.2017)  -0.639
S (-2.6091, 1.3814, 0.1328)  -0.178
H (0.5083, 5.0273, -0.4907)  0.223
H (-0.9041, 5.5289, 0.4429)  0.206
H (-1.0081, 5.4008, -1.3202)  0.206
H (-3.0878, 5.0610, 0.2363)  0.204
H (-3.9069, 3.7610, 1.1295)  0.216
H (-4.1069, 3.8834, -0.6132)  0.215
F (-2.1427, -1.8989, 2.5379)  -0.323
C (-2.5454, -2.0625, 1.2652)  0.397
C (-1.8990, -1.3816, 0.2508)  -0.539
C (-2.4162, -1.5979, -1.0158)  0.385
F (-1.8529, -0.9151, -2.0384)  -0.315
C (-3.4770, -2.4335, -1.2957)  0.235
F (-3.9423, -2.6085, -2.5397)  -0.303
C (-4.0781, -3.0984, -0.2423)  0.276
F (-5.1157, -3.9109, -0.4693)  -0.301
C (-3.6126, -2.9162, 1.0471)  0.231
F (-4.2099, -3.5646, 2.0560)  -0.304
N (0.5068, 0.0929, 7.4812)  -0.358
C (0.4040, 0.1674, 6.3370)  0.305
C (0.2734, 0.2508, 4.9164)  -0.208
C (0.8503, -0.7285, 4.1080)  -0.160
C (0.6768, -0.6715, 2.7365)  -0.230
C (-0.0573, 0.3503, 2.1203)  -0.309
C (-0.5952, 1.3370, 2.9546)  -0.211
C (-0.4442, 1.2936, 4.3296)  -0.162
H (1.4130, -1.5330, 4.5642)  0.214
H (1.1131, -1.4684, 2.1412)  0.207
H (-1.1438, 2.1634, 2.5187)  0.229
H (-0.8854, 2.0585, 4.9560)  0.213

Its frontier orbital gap is 6.874 eV. As for the multiplicity: 1. Its total charge is -1. For the energy relative to the best compared isomer or geometry (same formula, charge and spin), the calculation gives 12.6 kcal/mol.


Across the entries above, electronic energy takes the values -100621.3995, -21615.9701, -10283.5191, -7828.2899, -159555.9677 eV, respectively.